Record 1
The following is a quantum chemistry calculation of 5 unconnected molecules or ions with the total composition C19H39BrClF7N3O6S, from OMol25.

```
77
Properties=species:S:1:pos:R:3
N -1.55290 2.18819 -0.84423
C -2.83671 2.33328 -1.23615
N -3.51659 3.44452 -0.81071
C -4.33034 3.93957 -1.97348
C -5.45483 2.95007 -2.18257
Cl -6.37599 3.58172 -3.56093
C -4.87328 1.49046 -2.29619
Br -5.28576 0.63407 -3.98623
N -3.38599 1.42415 -2.05662
S -2.86621 -0.18260 -1.60561
O -3.83231 -1.12870 -2.04311
O -2.63812 -0.19143 -0.19490
C -1.25687 -0.66434 -2.44104
F -0.61606 -1.35429 -1.49192
F -0.51468 0.39854 -2.76401
C -1.37976 -1.59650 -3.69027
F -1.86231 -2.79826 -3.34103
F -0.09804 -1.76489 -4.08118
C -2.17913 -1.01279 -4.90527
F -3.37543 -1.58417 -4.96617
F -1.52311 -1.29028 -6.03542
F -2.28455 0.31655 -4.79437
H -1.25590 1.49624 -0.17464
H -0.87463 2.87402 -1.12830
H -4.20621 3.11394 -0.12742
H -3.69539 3.88130 -2.84887
H -4.69298 4.93865 -1.80618
H -6.12616 3.01213 -1.33740
H -5.37482 0.86748 -1.56942
C -4.82172 1.26023 3.33010
C -5.98581 0.89589 2.42244
C -6.81896 -0.23165 3.00585
O -5.49626 0.52099 1.12371
H -4.15557 0.40334 3.45954
H -4.23123 2.07016 2.89657
H -5.17098 1.57596 4.31240
H -6.61603 1.77221 2.26596
H -6.21206 -1.13276 3.12585
H -7.64580 -0.48149 2.34151
H -7.22532 0.04196 3.97895
H -4.93626 -0.25546 1.23297
C 3.11872 -2.71559 -0.76612
C 3.29708 -3.52842 -2.03922
C 4.07332 -2.75048 -3.09071
O 2.02146 -3.91007 -2.55432
H 2.54985 -1.80213 -0.97032
H 2.55844 -3.28430 -0.02333
H 4.08150 -2.43482 -0.33623
H 3.82192 -4.45555 -1.81027
H 3.53562 -1.83737 -3.36430
H 4.18906 -3.34436 -3.99690
H 5.06363 -2.47131 -2.72852
H 1.54341 -3.10341 -2.76409
C 6.94408 -0.51903 2.20809
C 6.75297 0.19861 0.88072
C 7.31267 -0.61376 -0.27778
O 7.37563 1.48180 0.92104
H 8.00698 -0.67181 2.41221
H 6.54079 0.07626 3.02715
H 6.44810 -1.49053 2.20971
H 5.68978 0.38421 0.71546
H 8.38696 -0.77132 -0.15499
H 7.17074 -0.08406 -1.22050
H 6.82867 -1.58958 -0.35066
H 8.31692 1.34732 1.06663
C 2.56545 0.88676 5.25273
C 3.21240 0.20801 4.05491
C 2.20856 -0.02645 2.93480
O 3.78761 -1.03431 4.45388
H 1.76975 0.25906 5.66346
H 3.29823 1.04171 6.04364
H 2.13802 1.85320 4.98055
H 4.03336 0.82300 3.68463
H 1.40033 -0.68076 3.27390
H 2.69079 -0.51906 2.08902
H 1.77260 0.91435 2.59124
H 3.07565 -1.59180 4.78229
```

The calculation puts the max |F| at 3.03 eV/A. The calculation puts the calculated total energy at -149503.74256 eV. The net charge is +1.



Record 2
The following is a quantum chemistry calculation of 10 unconnected molecules or ions with the total composition H20O10, from OMol25.

```
30
Properties=species:S:1:pos:R:3
O -1.42188 -0.14520 1.45094
H -0.91401 -0.11829 0.60692
H -2.34970 -0.34207 1.03785
O -0.36932 -2.45847 -2.67767
H 0.56574 -2.35171 -2.65043
H -0.68550 -2.59726 -3.61525
O 0.45908 2.57780 -1.89520
H 0.29091 2.28318 -0.98186
H 0.89405 3.38915 -1.72447
O -0.91892 1.49588 1.98015
H -1.49537 1.85798 2.67372
H -0.30047 2.27229 1.89009
O -1.22139 1.67783 -2.69789
H -0.41900 1.28787 -3.15415
H -1.66966 0.88733 -2.53361
O -0.40463 0.16614 3.85482
H -1.00101 -0.61630 4.05520
H -0.79337 0.93995 4.15263
O 1.21769 -0.73853 -2.46036
H 1.42652 -0.30502 -1.64485
H 1.54635 -0.17470 -3.20652
O 1.30960 -0.51844 1.10024
H 1.71176 -1.20586 1.60895
H 1.58786 0.37569 1.42501
O 3.37682 0.38373 0.22872
H 2.79417 1.08339 0.44714
H 2.65422 -0.33999 0.14727
O -2.30661 -3.11956 0.69221
H -2.11404 -2.90764 1.60682
H -1.44987 -2.73916 0.28356
```

The calculation puts the max |F| at 10.25 eV/A. The calculation puts the calculated total energy at -20793.40802 eV. As for the SMILES: O.O.O.O.O.O.O.O.O.O.



Record 3
The following is a quantum chemistry calculation of C4H6 in the gas phase, from OMol25.

```
10
Properties=species:S:1:pos:R:3
C -1.09781 -0.02631 0.31489
C 0.01913 -0.70832 -0.44444
C 1.13116 -0.01745 0.22872
C -0.05793 0.78008 -0.38310
H -1.32097 0.09770 1.38011
H -2.06031 -0.00970 -0.32424
H -0.27030 -1.52084 -1.18736
H 2.13208 0.00362 -0.08743
H 0.94690 0.00598 1.45873
H -0.09253 1.71952 -1.05271
```

The calculation puts the max |F| at 4.91 eV/A. The calculation puts the calculated total energy at -4241.83631 eV. As for the SMILES: C1[C@H]2C[C@@H]12.



Record 4
The following is a quantum chemistry calculation of a molecular structure, C24H29N3O2, from OMol25.

```
58
Properties=species:S:1:pos:R:3
C -8.11150 -1.01984 -0.49217
H -8.06330 -0.05757 -1.06501
H -8.30347 -0.81265 0.43504
H -8.81104 -1.72118 -1.09119
C -6.71929 -1.77447 -0.82736
N -5.76401 -0.92340 0.04235
C -5.59724 0.37470 -0.35334
C -4.06224 0.94265 -0.49771
H -3.80437 0.90998 0.58038
H -3.89506 1.90432 -0.73202
C -3.19902 0.17212 -1.15266
N -1.86665 0.10791 -0.85337
C -1.02326 0.92981 -0.71243
C 0.31518 1.22424 -0.22012
C 0.98420 -0.14317 -0.26099
N 2.28612 -0.11971 0.22425
C 3.16409 0.89464 0.29286
O 4.28986 0.92344 0.50596
C 2.50501 2.43356 0.11270
C 3.10578 3.54380 0.48793
C 2.47090 4.72114 0.25196
C 1.02736 4.88174 0.28134
C 0.40483 3.75201 -0.01173
C 0.95365 2.42382 0.11672
H -0.65550 3.90097 -0.46193
H 0.73011 5.76759 0.10183
H 3.09659 5.44582 0.49064
H 4.23350 3.56200 0.51262
C 2.96082 -1.37976 0.30059
C 4.00659 -1.71936 -0.70466
C 4.67180 -2.77361 -0.74696
C 4.35233 -3.76895 0.23082
C 3.47584 -3.36664 1.33757
C 2.74942 -2.32938 1.22163
H 2.00851 -1.99375 1.99334
H 3.28257 -3.88264 2.16969
H 4.93577 -4.67913 0.25781
C 5.67808 -3.20938 -1.47389
H 5.20239 -3.20396 -2.71136
H 6.35350 -2.35121 -1.65941
H 6.20565 -4.27828 -1.38459
H 4.03291 -0.92339 -1.34840
O 0.34637 -1.26777 -0.22076
H -1.27524 -0.99489 -0.59160
H -1.67413 2.10486 -0.83653
H -3.35000 -1.10748 -1.02633
H -3.13394 0.09616 -2.19864
H -5.63480 0.35655 -1.54306
H -6.11572 1.34151 -0.11875
C -5.83991 -0.88048 1.49184
C -4.55777 -1.81633 1.87091
H -4.66426 -2.80529 1.41739
H -4.43207 -1.90972 2.90131
H -3.54741 -1.54667 1.73805
H -5.46722 -0.02461 2.00784
H -6.62251 -1.24947 2.01010
H -6.49007 -1.74336 -1.79945
H -6.81295 -2.59694 -0.19416
```

The calculation puts the max |F| at 14.47 eV/A. The calculation puts the calculated total energy at -33907.88221 eV.